Record 1
{"formula": "C9H7NO", "method": "the ωB97M-V functional and the def2-TZVPD basis", "smiles": "O=Cc1c[nH]c2ccccc12", "homo_energy_ha": -0.302, "total_energy_ha": -477.011095, "e_above_lowest_kcal_mol": 93.1, "spin_multiplicity": 1, "species": ["O", "N", "C", "C", "C", "C", "C", "C", "C", "C", "C", "H", "H", "H", "H", "H", "H", "H"], "coordinates": [[-3.26, -1.41, -0.48], [-0.10, 1.95, -0.18], [0.66, 0.87, -0.14], [2.09, 0.63, -0.08], [0.33, -1.61, 0.03], [1.71, -1.75, -0.01], [-1.66, 0.30, 0.00], [-1.46, 1.67, -0.02], [-0.27, -0.39, 0.00], [2.56, -0.60, -0.11], [-2.86, -0.56, 0.18], [-0.31, -2.42, -0.06], [-3.57, -0.23, 1.20], [2.09, -2.99, 0.15], [3.51, -0.69, -0.22], [2.57, 1.62, -0.19], [-2.28, 2.45, 0.05], [0.27, 3.15, -0.12]]}

---

Record 2
{"formula": "C60H61IrN2O4P2S", "method": "the ωB97M-V functional and the def2-TZVPD basis", "total_charge": 2, "homo_energy_ha": [-0.467, -0.467], "total_energy_ha": -3918.206420, "e_above_lowest_kcal_mol": 29.5, "spin_multiplicity": 1, "species": ["Ir", "S", "P", "P", "O", "O", "O", "O", "N", "N", "C", "C", "C", "C", "C", "C", "C", "C", "C", "C", "C", "C", "C", "C", "C", "C", "C", "C", "C", "C", "C", "C", "C", "C", "C", "C", "C", "C", "C", "C", "C", "C", "C", "C", "C", "C", "C", "C", "C", "C", "C", "C", "C", "C", "C", "C", "C", "C", "C", "C", "C", "C", "C", "C", "C", "C", "C", "C", "C", "C", "H", "H", "H", "H", "H", "H", "H", "H", "H", "H", "H", "H", "H", "H", "H", "H", "H", "H", "H", "H", "H", "H", "H", "H", "H", "H", "H", "H", "H", "H", "H", "H", "H", "H", "H", "H", "H", "H", "H", "H", "H", "H", "H", "H", "H", "H", "H", "H", "H", "H", "H", "H", "H", "H", "H", "H", "H", "H", "H", "H", "H"], "coordinates": [[-0.29, 0.30, 0.14], [-1.98, 0.99, -2.93], [1.65, -0.50, 1.67], [-1.49, -1.93, -0.43], [-1.65, 1.02, 4.02], [0.51, -3.05, 1.18], [-0.84, 1.04, -1.91], [-0.86, 0.20, 2.13], [1.38, 1.70, -0.40], [-1.25, 2.58, 0.92], [-1.15, -1.94, -3.14], [-3.46, -1.72, -2.47], [-1.85, 6.29, -0.96], [0.55, -6.43, 2.89], [1.62, 2.84, 3.98], [3.30, -2.18, 3.22], [-1.72, 2.44, 2.13], [-0.92, 4.05, -0.99], [3.13, -0.67, -0.65], [4.13, 3.55, 0.60], [1.58, -3.27, 1.97], [4.29, -0.63, -1.41], [1.33, 0.96, 5.46], [-4.11, 1.54, -0.54], [-2.22, 4.82, 0.92], [-1.46, 3.79, 0.28], [1.64, 0.59, 3.10], [-4.99, -3.54, 1.00], [-1.37, -4.61, -1.41], [-3.02, 2.47, -2.65], [-0.15, -6.32, -0.24], [4.32, 0.28, 1.22], [3.15, -0.21, 0.67], [-1.10, 5.27, -1.59], [-2.41, 6.05, 0.26], [-2.11, -1.84, -2.13], [3.26, 3.50, -0.67], [-1.01, -5.94, -1.26], [0.37, 2.99, -5.74], [-0.18, 2.61, -4.36], [5.46, -0.14, -0.86], [-0.86, -3.66, -0.54], [1.37, -5.78, 1.75], [1.70, 1.98, 2.91], [2.19, -2.10, 2.39], [3.16, -4.58, 3.13], [-3.84, -1.75, -3.80], [2.62, 4.87, -0.91], [0.42, -5.39, 0.62], [-1.40, 1.15, 2.85], [-3.92, -3.22, 0.18], [-2.89, -1.88, -4.80], [0.04, -4.07, 0.43], [2.05, -4.53, 2.29], [-4.12, -2.13, 2.73], [-1.18, 1.48, -4.49], [-4.32, 2.06, -1.96], [-2.95, -2.31, 0.62], [-2.48, 3.40, 2.82], [3.77, -3.43, 3.60], [5.48, 0.32, 0.45], [2.42, -6.78, 1.24], [-3.05, -1.79, 1.91], [2.21, 2.49, -0.51], [4.11, 3.08, -1.89], [-1.54, -1.97, -4.47], [1.42, 0.09, 4.39], [1.43, 2.33, 5.26], [-2.75, 4.57, 2.20], [-5.09, -3.00, 2.27], [1.12, 3.77, -5.65], [-0.20, -5.74, 3.28], [-0.66, 3.48, -3.91], [-2.82, 3.16, 3.82], [4.88, 4.33, 0.46], [-1.99, 7.24, -1.45], [3.54, 3.79, 1.48], [-2.04, -4.33, -2.21], [6.37, -0.12, -1.45], [3.41, 5.61, -1.00], [-2.28, -1.13, 2.28], [-1.42, -6.68, -1.93], [1.97, 5.15, -0.08], [-5.01, 1.08, -0.15], [0.04, -7.33, 2.53], [-0.42, 3.35, -6.39], [-4.98, 2.94, -1.93], [-0.71, 0.57, -4.86], [4.64, 2.61, 0.76], [4.64, -3.50, 4.24], [-3.84, -3.69, -0.79], [1.35, 3.01, 6.10], [4.56, 2.10, -1.74], [0.63, 2.29, -3.70], [4.34, 0.65, 2.24], [2.03, 4.87, -1.82], [3.51, 3.06, -2.79], [-3.35, 5.33, 2.68], [-0.66, 5.47, -2.56], [-3.20, -1.93, -5.84], [4.27, -0.99, -2.43], [-4.17, -1.72, 3.73], [-3.31, 0.80, -0.50], [-3.83, 2.35, 0.14], [-3.00, 6.82, 0.75], [3.79, -1.29, 3.57], [1.16, 0.57, 6.45], [4.91, 3.81, -2.02], [-5.73, -4.24, 0.64], [-4.20, -1.61, -1.69], [-4.89, -1.68, -4.06], [1.31, -0.97, 4.55], [-0.38, 3.27, -1.49], [-2.44, 3.15, -2.03], [-5.92, -3.27, 2.91], [1.81, 2.36, 1.90], [3.09, -7.08, 2.04], [0.84, 2.13, -6.22], [-0.10, -2.03, -2.88], [6.40, 0.70, 0.88], [-0.80, -2.07, -5.25], [2.21, -1.05, -1.07], [1.94, -7.68, 0.87], [1.21, -6.72, 3.71], [-3.21, 2.91, -3.62], [3.57, -5.54, 3.42], [1.68, 3.91, 3.83], [3.01, -6.34, 0.44], [-4.83, 1.31, -2.57], [-2.01, 1.73, -5.16], [0.09, -7.37, -0.13]]}

---

Record 3
{"formula": "C28H44Br2F2IN2O3PS3Si", "method": "the ωB97M-V functional and the def2-TZVPD basis", "homo_energy_ha": -0.295, "total_energy_ha": -8899.099242, "spin_multiplicity": 1, "species": ["I", "Br", "Br", "S", "S", "S", "P", "Si", "F", "F", "O", "O", "O", "N", "N", "C", "C", "C", "C", "C", "C", "C", "C", "C", "C", "C", "C", "C", "C", "C", "C", "C", "C", "C", "C", "C", "C", "C", "C", "C", "C", "C", "C", "H", "H", "H", "H", "H", "H", "H", "H", "H", "H", "H", "H", "H", "H", "H", "H", "H", "H", "H", "H", "H", "H", "H", "H", "H", "H", "H", "H", "H", "H", "H", "H", "H", "H", "H", "H", "H", "H", "H", "H", "H", "H", "H", "H"], "coordinates": [[-1.17, -1.68, 2.41], [0.33, 3.83, 2.72], [1.84, -0.44, 3.64], [3.94, -1.68, 1.24], [4.42, 1.58, 2.55], [1.98, 2.84, -0.23], [4.58, 1.54, 0.62], [-5.12, 1.00, -0.69], [-1.76, 2.80, 0.73], [-1.80, 1.46, 2.44], [0.49, 2.37, 0.06], [1.89, 3.62, -1.48], [2.72, 3.71, 0.68], [0.97, 0.89, -2.62], [3.61, 1.60, -1.83], [1.78, -0.19, -2.04], [-0.13, -2.49, -0.21], [4.60, -3.39, 0.97], [-4.53, 1.05, -2.49], [-2.29, 0.67, 0.14], [5.82, 0.38, -2.44], [3.07, 1.31, -0.47], [-6.44, -0.40, -0.58], [0.70, 1.87, 2.41], [-7.32, -0.54, 0.61], [-8.29, -1.61, 0.74], [-3.81, 0.61, 0.62], [0.74, -0.03, 0.33], [0.40, -1.48, 0.93], [-1.40, 1.47, 1.10], [3.08, -1.27, -0.32], [5.53, 2.99, -2.48], [4.85, 1.59, -2.14], [-6.05, 2.59, -0.12], [5.64, -3.76, 2.10], [-6.61, -1.38, -1.66], [-7.59, -2.45, -1.53], [-0.58, -3.91, 0.38], [0.24, 1.28, 1.05], [2.17, 0.01, -0.47], [1.60, 2.21, 4.84], [1.28, 1.39, 3.54], [-8.45, -2.61, -0.34], [-9.18, -3.45, -0.27], [-5.78, 3.50, -0.70], [-5.81, 2.70, 0.98], [5.13, -3.38, -0.02], [6.87, 0.74, -2.67], [-2.00, -0.38, -0.11], [-0.34, -4.67, -0.43], [-7.16, 2.40, -0.15], [2.59, -2.23, -0.68], [5.64, 0.61, 0.36], [-5.97, -1.27, -2.57], [-3.87, 0.21, -2.81], [5.48, -0.17, -3.36], [5.40, -3.32, 3.10], [2.03, 1.55, 5.63], [0.02, -0.09, -0.55], [0.65, -2.75, -0.97], [-4.03, 1.24, 1.52], [-2.31, 1.20, -0.86], [1.40, 1.15, -3.51], [5.93, -0.34, -1.60], [5.14, 2.83, 0.32], [-5.44, 1.02, -3.16], [-7.22, 0.22, 1.43], [6.63, -3.34, 1.79], [3.72, -4.08, 0.90], [3.91, -1.13, -1.08], [4.78, 3.81, -2.56], [-7.71, -3.23, -2.33], [5.74, -4.88, 2.11], [-3.98, -0.46, 0.96], [-4.06, 2.06, -2.69], [0.69, 2.69, 5.26], [6.29, 3.16, -1.66], [0.00, 0.60, -2.77], [2.64, -0.55, -2.65], [6.15, 2.87, -3.42], [0.02, -4.22, 1.26], [1.25, -2.02, 1.40], [1.08, -1.09, -2.06], [-1.68, -3.99, 0.52], [-8.94, -1.75, 1.64], [2.38, 2.96, 4.55], [-1.02, -2.08, -0.76]]}

---

Record 4
{"formula": "C28H42N3O3P2Ti", "method": "the ωB97M-V functional and the def2-TZVPD basis", "total_charge": -1, "s_squared": 2.006, "homo_energy_ha": [-0.117, -0.152], "total_energy_ha": -3014.464884, "e_above_lowest_kcal_mol": 0.0, "spin_multiplicity": 3, "species": ["Ti", "P", "P", "O", "O", "O", "N", "N", "N", "C", "C", "C", "C", "C", "C", "C", "C", "C", "C", "C", "C", "C", "C", "C", "C", "C", "C", "C", "C", "C", "C", "C", "C", "C", "C", "C", "C", "H", "H", "H", "H", "H", "H", "H", "H", "H", "H", "H", "H", "H", "H", "H", "H", "H", "H", "H", "H", "H", "H", "H", "H", "H", "H", "H", "H", "H", "H", "H", "H", "H", "H", "H", "H", "H", "H", "H", "H", "H", "H"], "coordinates": [[-1.11, -0.25, 0.42], [-0.18, -2.58, -0.06], [0.02, 1.99, -0.62], [-1.78, 1.35, 4.22], [-5.35, 1.21, 0.66], [-0.94, 0.17, 2.51], [-3.17, 0.42, 1.04], [-2.60, 0.50, -1.46], [1.05, -0.05, 0.89], [-1.52, -3.76, -2.28], [2.31, 3.62, 2.50], [3.36, -0.79, 0.88], [1.25, 2.03, -2.00], [2.27, 0.92, -1.76], [-0.68, -3.97, 1.09], [2.05, 1.23, 2.76], [1.07, 2.34, 0.86], [3.86, -3.05, 0.14], [1.89, 3.41, -2.19], [-4.01, 0.65, -1.23], [0.37, -2.26, -2.69], [2.54, 2.45, 3.20], [-0.32, -3.45, 2.48], [1.50, 3.56, 1.36], [-3.23, 0.78, 2.47], [-1.55, 3.79, -2.19], [-1.88, 0.79, 3.13], [-4.25, 0.75, 0.28], [-0.17, -3.29, -1.75], [-2.01, 3.73, 0.27], [1.41, 1.14, 1.50], [1.58, -2.33, 0.30], [-0.96, 3.56, -0.83], [4.27, -1.77, 0.53], [2.52, -3.32, 0.06], [1.95, -1.01, 0.74], [-0.10, -5.34, 0.78], [4.57, -3.85, -0.07], [-2.53, 3.27, -2.28], [-0.55, -6.16, 1.37], [-1.76, -4.08, 1.07], [2.98, 1.20, -0.95], [1.21, 4.46, 0.82], [0.65, 1.76, -2.88], [-0.05, -1.26, -2.49], [-1.97, -4.50, -1.63], [-2.18, 1.37, -1.16], [3.05, 2.43, 4.15], [-0.25, 4.38, -0.65], [1.45, -2.19, -2.62], [-2.84, 3.03, 0.17], [-4.55, -0.17, -1.69], [-0.22, -5.57, -0.28], [-1.74, 4.87, -2.25], [2.50, 3.60, -1.31], [0.78, -3.27, 2.61], [2.89, 0.73, -2.65], [0.95, -5.40, 1.00], [2.33, 0.37, 3.34], [-0.60, -4.14, 3.26], [-2.25, -2.92, -2.35], [-4.38, 1.57, -1.68], [-0.86, 3.53, -3.01], [-3.75, 0.02, 3.06], [-3.76, 1.72, 2.64], [2.16, -4.29, -0.31], [0.54, -4.15, -1.77], [1.79, -0.03, -1.49], [-2.34, 0.41, -2.46], [3.75, 0.18, 1.20], [2.65, 4.56, 2.88], [-2.43, 4.77, 0.23], [5.31, -1.49, 0.53], [-1.62, 3.59, 1.28], [0.15, -2.51, -3.74], [2.52, 3.44, -3.08], [-1.42, -4.19, -3.26], [1.18, 4.20, -2.28], [-0.81, -2.49, 2.69]]}

---

Record 5
{"formula": "C4H13N2O", "method": "the ωB97M-V functional and the def2-TZVPD basis", "smiles": "NCC[C@H]([NH3+])CO", "total_charge": 1, "homo_energy_ha": -0.516, "total_energy_ha": -344.670701, "e_above_lowest_kcal_mol": 60.3, "spin_multiplicity": 1, "species": ["O", "N", "N", "C", "C", "C", "C", "H", "H", "H", "H", "H", "H", "H", "H", "H", "H", "H", "H", "H"], "coordinates": [[0.78, 2.78, 0.45], [1.22, 0.13, 0.78], [0.16, -2.33, 0.28], [-0.96, -0.26, -0.44], [0.33, 0.59, -0.29], [-0.71, -1.70, -0.87], [-0.22, 1.90, 0.18], [-1.62, 0.27, -1.09], [0.30, -3.38, 0.22], [-1.60, -0.27, 0.45], [-1.04, 2.28, -0.55], [-0.46, -2.00, 1.04], [-1.51, -2.35, -1.16], [2.05, 0.73, 0.92], [0.72, 0.01, 1.65], [1.63, -0.87, 0.50], [0.06, -1.69, -1.74], [-0.72, 1.82, 1.20], [0.75, 3.43, -0.29], [0.84, 0.89, -1.21]]}